Computed, not measured: one molecule with the formula C7H12BNO at a distorted geometry, with ωB97M-V/def2-TZVPD.

Geometry as ORCA input:
```
! RIJCOSX wB97M-V def2-TZVPD def2/J DEFGRID3
* xyz 0 1
B 1.66 -0.22 -0.27
C 0.27 -2.22 0.44
C -4.28 -0.10 -0.75
C -0.85 -0.07 0.05
C -2.08 -0.65 0.09
C 0.31 -0.89 0.15
C 1.97 1.96 0.78
C 1.80 1.24 -0.56
N -3.21 0.12 -0.03
O 2.78 -1.19 -0.15
H -0.64 -2.69 0.61
H 1.17 -2.77 0.56
H -5.03 0.67 -0.72
H -4.50 -0.98 -1.40
H -0.82 0.96 -0.07
H -2.11 -1.65 0.22
H 3.15 2.19 0.86
H 1.33 2.89 0.87
H 1.74 1.26 1.57
H 0.92 1.55 -1.09
H 2.75 1.54 -1.13
H 3.69 -0.96 -0.04
*
```

As for the HOMO energy: -7.96 eV. The value obtained for the HOMO-LUMO gap is 7.974 eV. As for the SMILES: C=N/C=C/C(=C)B(O)CC. The calculation puts the max |F| at 5.2 eV Å⁻¹. As for the energy relative to the best compared isomer or geometry (same formula, charge and spin): 33.0 kcal per mole. The value obtained for the total energy is -11665.6527 eV. The calculation puts the LUMO energy at 0.015 eV.

natural (NBO) analysis output, partial charges in e: 1.03 -0.27 -0.05 -0.22 -0.01 -0.42 -0.58 -0.84 -0.41 -0.92 0.17 0.22 0.17 0.15 0.21 0.17 0.21 0.22 0.21 0.24 0.23 0.49